Computed, not measured: 7 unconnected molecules or ions with the total composition H15O7, with ωB97M-V with the def2-TZVPD basis set.

Geometry as ORCA input:
```
! wB97M-V def2-TZVPD RIJCOSX def2/J DEFGRID3
* xyz 1 1
O -1.047 -0.839 -0.617
H -0.818 -1.410 0.151
H -1.276 0.082 -0.308
H -0.400 -0.844 -1.328
O -0.620 -1.782 1.867
H -1.342 -1.437 2.358
H -0.796 -2.734 1.898
O 0.226 1.355 -2.106
H 0.010 2.191 -2.458
H 1.159 1.499 -2.041
O -2.796 1.517 0.014
H -2.669 1.901 0.870
H -2.936 2.281 -0.517
O 1.672 -1.073 -1.073
H 2.233 -0.459 -1.440
H 2.200 -1.866 -1.088
O 2.328 -0.989 1.903
H 2.604 -0.371 1.202
H 1.404 -1.216 1.848
O 0.304 1.183 0.668
H -0.129 2.034 0.386
H 0.690 0.977 -0.190
*
```

## Properties
**HOMO**: -13.8 eV
**Energy**: -14568.9340 eV
**Relative energy (zero: lowest compared OMol25 entry of this formula, charge and spin)**: 232.1 kJ/mol
**Max |F|**: 0.0656 Eh/bohr

=====

Computed, not measured: a molecular structure, H16HfO8, with ωB97M-V with the def2-TZVPD basis set.

Geometry as ORCA input:
```
! wB97M-V def2-TZVPD RIJCOSX def2/J DEFGRID3
* xyz 4 1
Hf -0.074 0.038 0.018
O 0.713 -0.445 1.954
H 0.693 -1.323 2.435
H 0.960 0.297 2.596
O -1.118 1.224 1.371
H -1.050 1.163 2.319
H -1.468 2.155 1.259
O 1.383 1.704 0.417
H 1.492 2.442 -0.199
H 2.184 1.767 0.906
O -0.669 1.604 -1.266
H -0.851 1.641 -2.243
H -0.954 2.560 -1.065
O -0.203 -2.229 0.252
H -1.053 -2.679 0.314
H 0.479 -2.926 0.090
O -2.191 -0.513 -0.347
H -2.910 -0.676 0.289
H -2.582 -0.778 -1.235
O -0.003 -0.809 -1.939
H 0.667 -0.364 -2.503
H -0.404 -1.585 -2.375
O 1.937 -0.597 -0.315
H 2.582 -0.798 0.374
H 2.441 -0.874 -1.107
*
```

## Properties
**HOMO**: -28.9 eV
**Energy**: -17903.3238 eV
**Relative energy (zero: lowest compared OMol25 entry of this formula, charge and spin)**: 86.2 kJ/mol
**Max |F|**: 0.0727 Eh/bohr

=====

Computed, not measured: a molecular structure, H16HgO8, with ωB97M-V with the def2-TZVPD basis set.

Geometry as ORCA input:
```
! wB97M-V def2-TZVPD RIJCOSX def2/J DEFGRID3
* xyz 2 1
Hg 0.036 0.010 -0.138
O 1.733 -0.281 1.593
H 1.174 -0.816 2.203
H 2.578 -0.762 1.539
O 1.439 -0.976 -1.786
H 1.665 -0.576 -2.611
H 2.175 -1.541 -1.581
O -2.055 -0.468 1.154
H -2.467 -1.199 1.521
H -2.362 0.293 1.647
O -0.209 1.901 1.582
H -0.488 2.824 1.597
H 0.370 1.980 2.363
O -1.381 1.840 -0.837
H -1.150 2.685 -1.227
H -2.186 2.138 -0.483
O 0.044 -2.448 0.349
H 0.652 -2.972 0.866
H -0.356 -3.074 -0.310
O -1.556 -1.090 -1.501
H -1.302 -1.170 -2.451
H -1.967 -1.930 -1.294
O 1.518 1.688 -0.837
H 2.415 1.385 -0.995
H 1.681 2.549 -0.360
*
```

## Properties
**HOMO**: -19.1 eV
**Energy**: -20798.5364 eV
**Relative energy (zero: lowest compared OMol25 entry of this formula, charge and spin)**: 72.1 kJ/mol
**Max |F|**: 0.0588 Eh/bohr

=====

Computed, not measured: 9 unconnected molecules or ions with the total composition H16IO8, with ωB97M-V with the def2-TZVPD basis set.

Geometry as ORCA input:
```
! wB97M-V def2-TZVPD RIJCOSX def2/J DEFGRID3
* xyz -1 1
I -0.822 -0.066 -0.828
O -2.160 -0.943 2.490
H -2.407 -0.372 3.216
H -2.065 -0.368 1.747
O 0.725 3.127 -0.690
H -0.033 2.691 -1.014
H 0.453 4.044 -0.503
O 1.039 -3.090 -1.827
H 1.598 -2.561 -2.363
H 0.386 -2.506 -1.450
O -0.964 -3.326 0.661
H -1.306 -4.137 0.198
H -1.430 -2.523 0.455
O -2.020 2.005 1.938
H -1.301 2.559 2.301
H -1.853 1.810 1.009
O 2.521 -0.508 -0.140
H 1.686 -0.556 -0.587
H 2.245 -0.841 0.687
O 1.388 0.118 -3.891
H 0.718 -0.307 -3.328
H 1.517 1.016 -3.568
O 0.775 1.585 2.186
H 0.400 0.832 1.748
H 0.905 2.313 1.562
*
```

## Properties
**HOMO**: -5.5 eV
**Energy**: -24744.0855 eV
**Relative energy (zero: lowest compared OMol25 entry of this formula, charge and spin)**: 67.9 kJ/mol
**Max |F|**: 0.0491 Eh/bohr

=====

Computed, not measured: a molecular structure, H16LiO8, with ωB97M-V with the def2-TZVPD basis set.

Geometry as ORCA input:
```
! wB97M-V def2-TZVPD RIJCOSX def2/J DEFGRID3
* xyz 1 1
Li -0.263 -0.145 0.279
O -1.392 -1.045 -1.674
H -0.904 -1.806 -2.262
H -1.973 -0.579 -2.277
O -0.073 1.557 -3.187
H -0.184 1.596 -2.156
H 0.752 1.130 -3.335
O -2.590 -0.624 1.277
H -3.049 0.192 1.456
H -3.083 -0.860 0.598
O 1.717 -0.015 -0.944
H 1.951 0.909 -0.816
H 2.423 -0.547 -0.467
O -0.925 1.602 -0.733
H -0.625 2.358 -0.255
H -1.710 1.969 -1.162
O 0.083 -2.130 0.785
H -0.428 -2.911 1.301
H 0.772 -2.680 0.330
O 3.041 -0.234 1.697
H 2.230 0.412 1.739
H 3.032 -0.521 2.732
O 0.379 0.838 1.911
H 0.712 1.394 2.567
H 0.105 0.139 2.584
*
```

## Properties
**HOMO**: -13.6 eV
**Energy**: -16840.0304 eV
**Relative energy (zero: lowest compared OMol25 entry of this formula, charge and spin)**: 196.5 kJ/mol
**Max |F|**: 0.1349 Eh/bohr

=====

Computed, not measured: 5 unconnected molecules or ions with the total composition H16N5, with ωB97M-V with the def2-TZVPD basis set.

Geometry as ORCA input:
```
! wB97M-V def2-TZVPD RIJCOSX def2/J DEFGRID3
* xyz 2 2
N -0.084 -0.046 -0.335
H -0.166 0.716 -1.051
H -0.480 0.218 0.570
H -0.648 -0.894 -0.614
H 0.877 -0.342 -0.201
N -0.107 2.862 1.074
H 0.572 3.121 1.780
H -1.039 2.874 1.479
H -0.086 3.656 0.445
N -1.127 -2.690 -1.200
H -0.939 -3.072 -2.110
H -2.103 -2.701 -0.967
H -0.665 -3.238 -0.474
N -0.093 2.045 -2.447
H -1.029 1.766 -2.711
H 0.639 1.820 -3.100
H 0.121 2.782 -1.793
N 1.532 -2.243 2.711
H 2.525 -2.442 2.847
H 1.015 -2.935 3.276
H 1.285 -1.257 2.823
*
```

## Properties
**HOMO (alpha / beta)**: -16.7 / -16.2 eV
**Energy**: -7691.6304 eV
**Max |F|**: 0.0480 Eh/bohr

=====

Computed, not measured: 7 unconnected molecules or ions with the total composition H16NO6, with ωB97M-V with the def2-TZVPD basis set.

Geometry as ORCA input:
```
! wB97M-V def2-TZVPD RIJCOSX def2/J DEFGRID3
* xyz 2 2
N -6.273 1.600 10.829
H -6.629 2.519 11.049
H -5.336 1.722 10.472
H -6.858 1.241 10.088
H -6.321 1.099 11.705
O -6.434 0.389 13.081
H -5.618 0.013 13.413
H -7.121 -0.041 13.590
O -5.685 -1.320 9.507
H -6.066 -1.917 10.151
H -6.044 -1.610 8.668
O -3.942 2.207 9.128
H -3.043 2.382 9.405
H -3.956 2.440 8.200
O -8.092 0.751 9.198
H -8.565 -0.067 9.351
H -8.711 1.300 8.716
O -5.131 4.009 11.655
H -5.442 4.773 12.140
H -4.305 3.775 12.079
O -5.337 0.770 6.960
H -5.728 0.567 7.810
H -4.654 0.110 6.845
*
```

## Properties
**HOMO (alpha / beta)**: -18.9 / -18.4 eV
**Energy**: -14014.9628 eV
**Relative energy (zero: lowest compared OMol25 entry of this formula, charge and spin)**: 0.0 kJ/mol
**Max |F|**: 0.0374 Eh/bohr

=====

Computed, not measured: 8 unconnected molecules or ions with the total composition H16O8, with ωB97M-V with the def2-TZVPD basis set.

Geometry as ORCA input:
```
! wB97M-V def2-TZVPD RIJCOSX def2/J DEFGRID3
* xyz 0 1
O -13.581 3.944 -22.831
H -13.461 3.133 -22.336
H -13.635 4.627 -22.163
O -15.174 3.134 -19.516
H -14.307 2.765 -19.687
H -15.064 4.075 -19.649
O -13.884 8.094 -21.850
H -14.635 8.617 -21.570
H -13.332 8.029 -21.070
O -17.787 4.641 -18.952
H -18.349 3.866 -18.933
H -16.911 4.297 -19.128
O -16.098 9.116 -20.581
H -17.038 9.177 -20.749
H -15.830 10.015 -20.391
O -15.347 5.670 -20.598
H -14.563 6.079 -20.231
H -15.855 6.400 -20.953
O -12.997 8.196 -19.206
H -13.144 8.885 -18.558
H -12.142 7.830 -18.978
O -17.135 7.193 -22.414
H -16.523 7.561 -23.051
H -17.455 6.390 -22.824
*
```

## Properties
**HOMO**: -10.6 eV
**Energy**: -16639.8693 eV
**Relative energy (zero: lowest compared OMol25 entry of this formula, charge and spin)**: 206.6 kJ/mol
**Max |F|**: 0.0198 Eh/bohr

=====

Computed, not measured: 8 unconnected molecules or ions with the total composition H16O8, with ωB97M-V with the def2-TZVPD basis set.

Geometry as ORCA input:
```
! wB97M-V def2-TZVPD RIJCOSX def2/J DEFGRID3
* xyz 0 1
O 2.521 1.898 1.875
H 2.235 1.220 1.263
H 3.359 1.581 2.212
O 2.000 -0.939 1.316
H 2.812 -1.429 1.442
H 1.697 -1.196 0.445
O -0.048 0.270 -0.410
H 0.255 0.102 0.482
H -0.979 0.470 -0.313
O -2.787 0.219 -0.277
H -3.234 0.050 0.552
H -3.494 0.334 -0.912
O 1.335 -1.182 -2.351
H 1.167 -1.949 -1.803
H 0.780 -0.496 -1.981
O 1.077 -0.341 3.843
H 1.692 -1.062 3.974
H 0.852 -0.384 2.913
O -1.994 -2.341 -1.512
H -2.195 -1.532 -1.041
H -2.650 -2.382 -2.208
O -1.579 3.113 -2.138
H -1.130 2.326 -2.449
H -1.692 3.650 -2.922
*
```

## Properties
**HOMO**: -10.7 eV
**Energy**: -16639.5968 eV
**Relative energy (zero: lowest compared OMol25 entry of this formula, charge and spin)**: 232.9 kJ/mol
**Max |F|**: 0.0148 Eh/bohr

=====

Computed, not measured: 8 unconnected molecules or ions with the total composition H16O8, with ωB97M-V with the def2-TZVPD basis set.

Geometry as ORCA input:
```
! wB97M-V def2-TZVPD RIJCOSX def2/J DEFGRID3
* xyz 0 1
H -0.203 0.113 1.055
H 0.859 -0.305 0.051
H 2.304 0.191 1.351
H 3.818 0.229 1.476
H -4.017 0.134 -1.602
H -2.970 0.596 -2.602
H -4.172 0.597 2.130
H -5.357 -0.091 2.789
H -1.642 -3.005 -2.094
H -0.635 -2.232 -1.258
H 2.515 -3.247 0.307
H 1.602 -2.518 1.279
H 0.200 3.297 -1.210
H 0.488 4.459 -0.274
H 3.391 0.373 -0.885
H 3.372 1.750 -1.530
O -0.083 -0.115 0.126
O 3.019 0.038 1.979
O -3.064 0.208 -1.725
O -4.394 -0.103 2.755
O -0.707 -2.980 -1.862
O 2.462 -2.451 0.847
O -0.144 3.748 -0.431
O 3.358 1.312 -0.671
*
```

## Properties
**HOMO**: -10.9 eV
**Energy**: -16639.1576 eV
**Relative energy (zero: lowest compared OMol25 entry of this formula, charge and spin)**: 275.3 kJ/mol
**Max |F|**: 0.0072 Eh/bohr

=====

Computed, not measured: 8 unconnected molecules or ions with the total composition H16O8, with ωB97M-V with the def2-TZVPD basis set.

Geometry as ORCA input:
```
! wB97M-V def2-TZVPD RIJCOSX def2/J DEFGRID3
* xyz 0 1
H -0.556 0.020 0.310
H 0.239 1.158 0.909
H 2.333 2.124 -3.141
H 2.769 0.701 -3.108
H -0.068 -3.338 -1.482
H -0.532 -4.164 -0.225
H 3.877 -1.306 0.881
H 3.426 -0.425 -0.113
H 0.774 3.090 -0.267
H 0.887 4.138 -1.400
H -2.501 2.559 -0.528
H -2.749 1.277 -1.020
H -2.487 -2.788 0.454
H -3.295 -2.525 1.683
H -1.278 -0.919 3.217
H -0.976 0.557 3.437
O -0.225 0.893 0.086
O 1.994 1.287 -3.036
O 0.189 -3.888 -0.728
O 3.991 -0.324 0.674
O 0.315 3.689 -0.758
O -2.024 1.770 -0.845
O -2.968 -3.294 1.112
O -1.134 -0.290 3.888
*
```

## Properties
**HOMO**: -10.3 eV
**Energy**: -16637.3299 eV
**Relative energy (zero: lowest compared OMol25 entry of this formula, charge and spin)**: 451.6 kJ/mol
**Max |F|**: 0.0950 Eh/bohr

=====

Computed, not measured: 8 unconnected molecules or ions with the total composition H16O8, with ωB97M-V with the def2-TZVPD basis set.

Geometry as ORCA input:
```
! wB97M-V def2-TZVPD RIJCOSX def2/J DEFGRID3
* xyz 0 1
O 1.241 -2.409 0.020
H 0.697 -2.647 0.767
H 0.719 -1.725 -0.448
O 1.451 -0.830 2.556
H 1.809 -0.190 1.911
H 1.797 -0.632 3.417
O -3.808 0.393 0.339
H -3.044 0.482 -0.221
H -4.353 -0.253 -0.148
O 2.237 1.455 0.822
H 3.121 1.078 0.622
H 2.288 2.182 1.431
O -1.616 1.892 -1.171
H -2.183 1.688 -1.902
H -1.779 2.799 -0.942
O -1.038 -0.035 1.362
H -1.146 -0.499 0.569
H -0.316 -0.337 1.878
O 0.694 -1.533 -3.004
H 1.630 -1.474 -3.028
H 0.538 -0.762 -2.481
O 0.459 0.111 -0.989
H -0.269 0.698 -1.130
H 0.879 0.555 -0.221
*
```

## Properties
**HOMO**: -10.3 eV
**Energy**: -16639.5674 eV
**Relative energy (zero: lowest compared OMol25 entry of this formula, charge and spin)**: 235.7 kJ/mol
**Max |F|**: 0.0576 Eh/bohr

=====

- What is the energy in the tenth record?
  -16639.1576 eV

=====

- Which of these has the lowest energy?
  H16IO8